{"formula": "C4H6N4", "method": "ωB97M-V/def2-TZVPD", "homo_lumo_gap_ev": 7.539, "spin_multiplicity": 1, "smiles": "[H]/N=C1C=C/C(=N\\[H])N\\1N", "molar_mass_g_mol": 110.12, "e_tot_ev": -10202.0748, "species": ["H", "N", "C", "C", "C", "C", "N", "H", "N", "N", "H", "H", "H", "H"], "positions_angstrom": [[0.7868, -1.3179, 2.7768], [1.1508, -1.0086, 1.7921], [0.2392, -0.6355, 0.9869], [-1.1909, -0.3557, 1.1382], [-1.6335, 0.4111, 0.1798], [-0.5613, 0.7097, -0.7775], [-0.4159, 1.2636, -1.9317], [-1.3561, 1.4155, -2.4781], [0.4588, -0.0995, -0.3467], [1.5936, -0.2668, -0.9569], [-1.8150, -0.6402, 1.9887], [-2.7139, 0.7261, 0.1545], [2.2508, -0.9097, -0.2458], [2.2150, 0.7282, -1.2580]], "forces_ev_per_a": [[0.6, 0.7, -2.6], [-0.9, -0.8, 1.1], [0.1, 1.7, -0.6], [-0.7, -0.8, 2.2], [-2.8, 1.1, -0.6], [0.3, -1.4, -2.3], [-2.5, -0.1, -0.9], [2.1, 0.4, 2.0], [-1.7, 0.2, 4.5], [8.1, 0.1, -1.5], [0.5, -0.2, -0.3], [1.5, 0.0, -0.3], [-2.1, 2.5, -2.4], [-2.5, -3.4, 1.7]]}